{
  "formula": "C33H27F6N2O2",
  "method": "ωB97M-V/def2-TZVPD",
  "homo_energy_ha": -0.43900,
  "smiles": "O=[N+]([O-])c1ccc([C@H](C(c2ccccc2)=[N+]2CCCC2)C(c2ccc(C(F)(F)F)cc2)c2ccc(C(F)(F)F)cc2)cc1",
  "orbital_gap_ev": 6.9811,
  "charge": 1,
  "species": ["O", "N", "O", "C", "C", "C", "C", "C", "C", "C", "C", "C", "C", "C", "C", "N", "C", "C", "C", "C", "C", "C", "C", "C", "C", "C", "F", "F", "F", "C", "C", "C", "C", "C", "C", "C", "F", "F", "F", "C", "C", "C", "C", "H", "H", "H", "H", "H", "H", "H", "H", "H", "H", "H", "H", "H", "H", "H", "H", "H", "H", "H", "H", "H", "H", "H", "H", "H", "H", "H"],
  "xyz": [[1.26785, 2.94657, 8.01577], [2.52370, 2.95318, 8.01906], [3.19902, 3.97840, 8.21805], [3.15960, 1.71650, 7.71951], [4.50822, 1.70954, 7.32971], [4.91109, 0.77428, 6.39002], [3.96428, -0.10275, 5.83618], [4.18382, -0.88737, 4.55245], [5.69572, -1.09614, 4.22448], [6.57526, 0.00853, 3.87106], [6.07999, 1.27353, 3.47342], [6.92483, 2.24186, 2.93676], [8.30590, 2.04943, 2.94192], [8.83952, 0.91678, 3.56523], [7.98654, -0.03900, 4.10095], [6.18194, -2.33618, 4.28046], [5.61862, -3.40465, 5.13553], [6.61239, -4.56672, 5.02430], [7.47211, -4.29558, 3.79204], [7.30140, -2.81547, 3.43833], [3.30584, -0.38625, 3.40921], [3.57647, -1.16827, 2.12674], [4.33987, -0.56493, 1.12383], [4.66912, -1.27578, -0.02432], [4.15779, -2.55734, -0.17645], [4.50732, -3.32661, -1.41637], [4.19277, -4.64960, -1.31688], [5.84896, -3.24160, -1.67392], [3.85372, -2.83918, -2.52269], [3.32372, -3.13745, 0.76525], [3.07350, -2.45038, 1.95611], [1.79145, -0.16535, 3.69887], [0.75553, -0.91724, 3.11869], [-0.57801, -0.77641, 3.52569], [-0.91504, 0.22379, 4.42841], [-2.33950, 0.33903, 4.93800], [-2.40225, 1.07585, 6.08968], [-3.17722, 0.94940, 4.03174], [-2.86886, -0.89506, 5.21085], [0.04500, 1.15362, 4.82693], [1.36714, 0.99065, 4.39925], [2.72362, -0.27892, 6.50594], [2.30888, 0.63296, 7.45477], [5.18758, 2.46570, 7.69835], [5.94983, 0.74633, 6.06439], [3.82078, -1.89574, 4.79605], [5.02634, 1.52114, 3.61373], [6.48760, 3.14943, 2.52562], [8.97492, 2.80057, 2.50507], [9.92028, 0.77394, 3.64182], [8.40587, -0.82884, 4.74372], [5.49556, -3.06856, 6.17606], [4.63091, -3.74011, 4.77284], [7.22965, -4.61399, 5.92767], [6.07468, -5.51145, 4.92731], [8.52722, -4.50647, 3.98323], [7.13578, -4.88876, 2.93928], [7.09498, -2.64979, 2.36571], [8.23461, -2.29413, 3.66438], [3.63438, 0.61557, 3.14345], [4.68467, 0.47078, 1.24631], [5.30133, -0.82733, -0.78646], [2.86222, -4.10168, 0.60431], [2.43043, -2.88704, 2.72771], [0.96166, -1.61510, 2.31603], [-1.33856, -1.42541, 3.09482], [-0.23456, 1.98792, 5.46797], [2.07801, 1.78986, 4.63240], [2.05245, -1.09301, 6.22169], [1.30935, 0.60073, 7.87424]],
  "nbo_charge": [-0.376, 0.491, -0.352, 0.038, -0.188, -0.194, 0.080, -0.354, 0.527, -0.131, -0.143, -0.219, -0.122, -0.228, -0.148, -0.323, -0.234, -0.414, -0.418, -0.230, -0.281, -0.040, -0.154, -0.177, -0.146, 0.977, -0.319, -0.325, -0.319, -0.162, -0.233, 0.078, -0.242, -0.172, -0.128, 0.977, -0.320, -0.320, -0.321, -0.187, -0.213, -0.222, -0.160, 0.260, 0.215, 0.241, 0.225, 0.241, 0.243, 0.244, 0.221, 0.235, 0.224, 0.227, 0.243, 0.239, 0.230, 0.238, 0.226, 0.219, 0.213, 0.243, 0.246, 0.227, 0.227, 0.242, 0.255, 0.215, 0.234, 0.270]
}